(1)
Entry from OMol25: a structure of composition C24H24F24N12O16S8Zn at a distorted geometry (ωB97M-V with the def2-TZVPD basis set).

Structure (XYZ):
```
109
Properties=species:S:1:pos:R:3:forces:R:3
Zn -0.1122 2.1823 0.1046 -0.34 0.14 0.38
C -6.7339 -0.0311 2.5633 0.52 -0.76 0.74
F -7.6609 0.7148 1.9986 -0.46 0.56 -0.19
F -5.8463 -0.3447 1.6351 0.24 -0.31 -0.47
F -6.1048 0.6672 3.5039 -0.03 0.43 0.08
S -7.5519 -1.5177 3.4007 -1.76 -0.98 -1.35
O -7.2215 -1.4451 4.7855 0.57 0.04 0.36
O -8.9411 -1.3198 3.0835 0.04 0.02 -0.34
N -7.0746 -2.8834 2.5992 0.89 1.76 1.05
S -5.6887 -3.3040 3.3019 -0.28 -0.84 0.94
O -4.7799 -2.2210 3.5674 0.22 0.01 -0.20
O -5.9369 -4.2596 4.3524 0.44 -0.12 -0.27
C -4.7923 -4.2792 2.0138 -0.95 0.40 -0.34
F -4.4284 -3.4742 1.0161 0.22 0.18 -0.37
F -3.7042 -4.8192 2.5322 0.37 -0.20 0.26
F -5.5491 -5.2494 1.4936 -0.03 -0.18 0.05
C -0.9950 -1.9256 -0.2920 0.29 -0.23 -0.58
F -0.0098 -2.2033 0.5371 0.22 0.03 0.42
F -1.1859 -2.9504 -1.1007 0.03 -0.32 -0.21
F -2.0874 -1.6694 0.3479 -0.78 0.32 0.70
S -0.5797 -0.4738 -1.3904 -0.99 1.19 -0.23
O -0.1246 -0.9960 -2.6263 1.20 -0.68 -0.21
O -1.7085 0.3765 -1.5396 -0.86 0.49 0.93
N 0.5550 0.4340 -0.4938 -0.04 -1.89 -1.57
S 1.9752 -0.1390 -1.1007 2.52 0.42 -0.15
O 2.1615 -1.5571 -1.0025 -0.81 -0.07 0.41
O 2.3679 0.4656 -2.3334 -0.41 0.51 0.03
C 3.2426 0.4725 0.1010 0.14 0.81 -0.88
F 4.3977 -0.0700 -0.2896 0.07 0.08 -0.09
F 3.3733 1.8092 0.0653 -0.21 -0.49 0.09
F 2.9958 0.0813 1.3177 -0.18 -0.30 0.85
C 1.1834 1.1226 3.5728 -0.35 0.42 0.28
F 2.4999 1.2913 3.4386 -0.45 0.17 0.31
F 0.7923 0.1744 2.7411 -0.17 -0.47 -0.16
F 0.8988 0.7696 4.8341 0.30 -0.03 -0.53
S 0.2364 2.6765 3.2360 -0.73 -1.23 -0.38
O -1.1280 2.2961 3.2746 -0.35 -0.43 -0.97
O 0.6708 3.5473 4.2500 0.96 1.42 0.50
N 0.7012 3.0848 1.6688 0.19 0.08 2.30
S 1.8295 4.2584 1.7247 1.02 1.09 -1.97
O 2.8646 4.0453 2.6603 0.44 -0.45 1.12
O 2.2611 4.5243 0.3828 -0.88 -0.25 -0.27
C 0.9441 5.8274 2.2941 -0.74 -0.83 -0.02
F -0.3722 5.6304 2.3985 0.01 -0.07 -0.04
F 1.4059 6.1734 3.4704 0.36 0.35 0.50
F 1.1581 6.7882 1.4264 0.23 0.35 -0.33
C -2.0781 4.1192 -2.5482 0.32 -0.20 0.88
F -0.8207 4.2281 -2.9539 0.50 -0.04 -0.23
F -2.8162 4.9865 -3.1932 -0.44 0.45 -0.48
F -2.4928 2.8889 -2.7951 -0.24 -0.24 -0.25
S -2.1626 4.4780 -0.7178 0.59 -0.13 -0.31
O -1.0205 5.2659 -0.4022 0.57 0.11 -0.14
O -3.4650 5.0285 -0.5419 -0.23 -0.57 0.28
N -1.8958 2.9831 -0.0660 -1.41 1.37 -0.21
S -3.2610 2.2502 0.4942 -0.35 -1.66 0.08
O -4.2754 2.1143 -0.5014 0.03 0.67 -0.07
O -2.8383 1.0645 1.1690 0.68 0.04 -0.07
C -3.9227 3.3326 1.8964 0.06 -1.37 0.35
F -3.8704 2.5966 2.9920 0.18 -0.15 0.25
F -3.1856 4.3979 2.0784 0.17 0.92 0.04
F -5.1902 3.5992 1.6929 -0.40 0.74 -0.55
C 0.0654 -1.5963 -5.7449 0.25 -0.54 -0.48
C 0.3831 -2.0098 -7.1127 -0.36 0.45 1.63
N 0.6450 -2.2846 -8.1816 0.39 -0.47 -1.66
H -0.7862 -0.9269 -5.7993 0.11 0.20 0.30
H 0.9636 -1.1682 -5.3101 -0.17 0.38 0.14
H -0.1849 -2.4689 -5.1511 -0.19 -0.08 0.08
C 1.9122 -5.5142 -2.0066 0.50 -0.54 -0.75
C 2.6079 -5.2811 -3.2722 -0.06 -0.06 -0.68
N 3.1309 -5.0694 -4.2769 -0.09 -0.09 0.47
H 2.2305 -4.6999 -1.3727 -0.58 0.02 0.46
H 2.2388 -6.4681 -1.5965 0.26 0.17 0.20
H 0.8486 -5.6365 -2.1850 -0.17 0.58 0.10
C 5.2759 0.6595 4.2799 0.34 0.05 0.58
C 6.3074 0.5611 3.2618 1.54 -0.03 -1.79
N 7.1146 0.5206 2.4213 -1.48 0.05 1.69
H 5.3632 1.6245 4.7814 -0.20 0.13 -0.26
H 5.4475 -0.0715 5.0706 -0.06 -0.24 -0.21
H 4.2885 0.5359 3.8499 0.21 -0.03 0.08
C 3.4537 -3.0665 1.4978 -1.01 1.55 0.32
C 3.4664 -4.4211 1.0259 0.17 0.96 0.64
N 3.4536 -5.4823 0.6194 0.12 -1.42 -0.39
H 2.4288 -2.7136 1.6690 -0.07 -0.44 -0.15
H 3.8204 -2.3811 0.7424 0.30 -0.19 -0.07
H 3.9535 -2.8519 2.4368 0.48 -0.52 -0.06
C 6.3594 -2.2895 -1.5802 -0.11 -0.19 -0.91
C 6.4094 -2.3741 -0.1355 -0.01 0.13 1.30
N 6.4696 -2.4241 1.0189 -0.02 -0.06 -1.20
H 5.7980 -1.4413 -1.9714 0.07 0.24 0.46
H 5.8560 -3.1495 -2.0283 0.16 -0.18 0.28
H 7.3721 -2.2388 -1.9794 -0.01 -0.03 0.02
C -2.9733 0.4153 -4.7475 -0.22 -0.51 -0.06
C -3.6053 -0.1023 -5.9611 -0.31 0.20 -0.49
N -4.0660 -0.4735 -6.9494 0.18 0.10 0.48
H -2.7494 -0.4474 -4.1182 0.34 0.17 0.05
H -3.6292 1.0697 -4.1789 -0.10 0.07 -0.17
H -2.0747 0.9541 -5.0353 0.12 -0.01 0.22
C -4.6329 -1.3036 -2.0911 -0.64 0.36 0.12
C -4.0534 -2.4435 -2.7626 1.03 -1.11 -0.76
N -3.5393 -3.3423 -3.2830 -0.60 0.98 0.50
H -5.4544 -0.8940 -2.6809 -0.05 -0.13 0.00
H -3.9281 -0.4909 -1.9373 0.24 -0.13 0.11
H -5.0293 -1.6289 -1.1335 -0.03 0.09 0.19
C 7.2942 2.4800 -0.0185 0.23 -0.38 1.02
C 7.4757 3.6684 0.8040 -0.18 -0.73 -1.26
N 7.5957 4.5870 1.4621 0.24 1.19 0.89
H 8.0820 1.7958 0.2993 -0.10 -0.19 -0.21
H 7.3372 2.6251 -1.0887 -0.12 0.35 -0.08
H 6.3563 2.0447 0.3212 -0.07 -0.19 -0.40
```
Positions in Å, forces in eV/Å.

Properties
Charge: -2
Relative energy (zero: lowest compared OMol25 entry of this formula, charge and spin) (kcal/mol): 39.6
Frontier orbital gap (eV): 8.331

Results of the Mulliken charge analysis, in e, for atoms 1 through 8:
1 Zn 0.982
2 C 0.545
3 F -0.257
4 F -0.114
5 F -0.209
6 S 1.177
7 O -0.616
8 O -0.743


(2)
Entry from OMol25: the molecule C41H39F10N3O2 at a distorted geometry (ωB97M-V with the def2-TZVPD basis set).

Structure (XYZ):
```
95
Properties=species:S:1:pos:R:3:forces:R:3
F 1.5911 1.3248 2.4969 -1.39 0.38 -0.78
C 2.7340 0.6407 2.2972 2.42 0.08 0.34
C 2.6444 -0.8112 2.1174 -0.20 1.27 0.64
F 1.7358 -1.2975 3.1119 -0.09 -0.51 -0.28
C 3.9403 -1.5600 2.4506 0.00 -0.91 0.12
O 3.9735 -2.7632 2.2492 0.16 0.67 0.12
C 5.0174 -0.8014 3.0387 0.73 0.21 0.26
F 6.0416 -1.4948 3.5689 -0.10 0.12 -0.27
C 5.0513 0.5436 2.9444 1.31 -0.24 -0.28
F 6.1684 1.2214 3.2483 -0.76 -0.65 0.06
C 3.9342 1.3610 2.4543 -2.05 0.21 -0.96
O 4.0649 2.5862 2.2105 0.30 -0.28 0.76
C 2.7765 2.6677 -0.8593 -0.06 0.09 -0.12
C 3.4563 1.2975 -0.9265 0.06 -0.54 0.33
C 4.9643 1.4307 -0.7285 -0.03 -0.13 0.19
C 3.1248 0.5010 -2.1782 -0.23 0.46 0.21
C 3.9804 0.5631 -3.2862 -0.22 -0.20 -0.06
C 3.5878 0.0376 -4.5117 -0.13 -0.18 0.10
C 2.3267 -0.5346 -4.6333 0.31 0.08 0.00
C 1.4555 -0.6327 -3.5510 -0.37 -0.30 -0.19
C 0.0814 -1.2316 -3.8540 0.09 0.04 0.29
C 0.1961 -2.7300 -4.1092 0.09 -0.21 0.07
C -0.6005 -0.5669 -5.0529 -0.01 0.20 0.04
C 1.8903 -0.1823 -2.2908 0.65 0.68 -1.03
N 0.9555 -0.1846 -1.1869 -2.11 0.89 1.31
N -0.2451 0.3917 -1.4185 0.27 -0.96 1.43
N -0.9624 0.2187 -0.2920 1.97 -0.62 -1.43
C -2.3488 0.6220 -0.2125 -0.87 0.45 -0.25
C -3.3565 -0.3326 0.0683 0.28 -0.30 -0.14
C -3.1157 -1.8356 -0.0935 0.37 0.23 0.52
C -3.1894 -2.2465 -1.5659 -0.09 0.12 -0.17
C -4.0550 -2.6680 0.7796 0.08 -0.08 0.01
C -4.6283 0.1287 0.3999 0.09 0.18 -0.16
C -4.9276 1.4877 0.3395 0.08 0.17 0.05
C -3.9663 2.3925 -0.0949 -0.24 -0.22 -0.02
C -2.6695 1.9751 -0.4010 0.30 0.28 0.26
C -1.6651 3.0372 -0.8519 0.09 -0.43 0.12
C -1.3462 3.9953 0.2919 0.05 0.04 0.23
C -2.1769 3.8009 -2.0737 -0.06 -0.15 -0.09
C -0.2032 -0.4329 0.6689 -1.61 1.02 -0.33
C -0.7796 -0.7427 1.9710 -0.90 -0.55 1.55
C -1.4422 0.2261 2.7471 0.58 -0.33 -0.87
C -2.0047 -0.1104 3.9659 -0.07 0.11 0.27
C -2.6310 1.0056 4.7663 -0.22 0.96 0.53
F -3.6666 0.5835 5.5460 0.87 0.26 -0.60
F -1.7124 1.6016 5.5962 -0.97 -0.60 -0.77
F -3.1233 1.9996 3.9508 0.44 -0.96 0.78
C -1.9314 -1.4048 4.4692 0.11 0.16 -0.28
C -1.3316 -2.3795 3.6756 0.12 -0.31 0.13
C -1.2776 -3.8082 4.1646 0.07 -0.88 0.40
F -0.6443 -4.6426 3.2853 -0.60 0.76 0.77
F -0.6230 -3.9169 5.3619 -0.68 0.12 -1.09
F -2.5414 -4.3115 4.3526 1.05 0.38 -0.10
C -0.7758 -2.0695 2.4503 0.07 0.74 -0.67
C 1.0155 -0.6601 0.1284 0.58 -0.10 -1.20
C 2.1807 -1.3333 0.7407 0.18 -0.84 0.07
H 1.7021 2.5919 -1.0699 0.10 0.07 -0.01
H 2.9100 3.0699 0.1549 0.01 -0.10 -0.25
H 3.2288 3.3601 -1.5828 -0.16 -0.12 0.09
H 3.0540 0.7330 -0.0748 0.34 0.34 -0.12
H 5.4285 0.4351 -0.7606 0.09 0.26 -0.05
H 5.3964 2.0668 -1.5122 0.04 -0.14 0.26
H 5.1698 1.8848 0.2460 -0.04 0.01 -0.24
H 4.9548 1.0481 -3.2028 -0.45 -0.15 0.05
H 4.2512 0.0856 -5.3776 -0.20 0.02 0.28
H 1.9915 -0.9126 -5.5987 0.17 0.12 0.24
H -0.5488 -1.0521 -2.9818 -0.03 -0.27 -0.23
H 0.7026 -3.2341 -3.2790 -0.08 -0.02 -0.14
H -0.7986 -3.1715 -4.2377 0.16 0.02 0.00
H 0.7758 -2.9085 -5.0251 -0.12 -0.05 0.21
H -0.6916 0.5154 -4.9110 0.02 -0.14 -0.06
H -0.0391 -0.7511 -5.9776 -0.20 0.07 0.17
H -1.6064 -0.9842 -5.1814 0.18 0.07 0.01
H -2.0958 -2.0347 0.2557 -0.17 -0.09 -0.14
H -2.5273 -1.6224 -2.1817 -0.17 -0.14 0.08
H -2.8865 -3.2948 -1.6898 -0.11 0.22 0.04
H -4.2162 -2.1272 -1.9410 0.26 -0.04 0.03
H -4.0041 -2.3344 1.8238 -0.09 -0.09 -0.17
H -5.0912 -2.5878 0.4261 0.22 -0.13 0.13
H -3.7640 -3.7248 0.7495 -0.09 0.19 -0.04
H -5.4007 -0.5815 0.6977 0.27 0.27 -0.18
H -5.9227 1.8371 0.6190 0.28 -0.09 -0.10
H -4.2063 3.4532 -0.1899 0.00 -0.36 0.05
H -0.7541 2.5069 -1.1484 -0.12 0.40 0.07
H -0.9953 3.4545 1.1801 -0.01 0.15 -0.14
H -0.5651 4.7016 -0.0093 -0.12 -0.10 0.07
H -2.2406 4.5680 0.5728 0.21 -0.09 -0.02
H -2.3868 3.1102 -2.8968 -0.02 0.13 0.05
H -3.0962 4.3496 -1.8365 0.18 -0.05 -0.11
H -1.4231 4.5187 -2.4114 -0.11 -0.07 0.07
H -1.5279 1.2434 2.3778 0.11 -0.09 0.13
H -2.3285 -1.6494 5.4477 -0.04 0.01 -0.10
H -0.3587 -2.8480 1.8174 0.07 0.05 0.28
H 1.9480 -2.3925 0.9529 0.15 0.25 -0.51
H 3.0151 -1.2779 0.0207 -0.23 -0.24 0.46
```
Positions in Å, forces in eV/Å.

Properties
Relative energy (zero: lowest compared OMol25 entry of this formula, charge and spin) (kcal/mol): 0.0
Frontier orbital gap (eV): 5.300

Results of the Mulliken charge analysis, in e, for atoms 1 through 8:
1 F -0.374
2 C -0.606
3 C 2.972
4 F -0.399
5 C -0.238
6 O -0.637
7 C 0.055
8 F -0.321


Number 1: DFT total energy -276236.5235 eV. Number 2: DFT total energy -78888.3412 eV.